No. 1
ORCA calculation (ωB97M-V/def2-TZVPD) on C40H43BCl5F5GeKN4O4S2Se as an isolated structure.

Expectation value of S²   0.7729
Largest force on an atom   0.75 eV/A
Gap between HOMO and LUMO (spin up / spin down)   3.30 / 5.72 eV
Lowest unoccupied orbital energy (spin up / spin down)   0.1232 / 0.1231 Eh
Energy relative to the best compared isomer or geometry (same formula, charge and spin)   1.0758 eV
2S+1   2
Calculated total energy   -10770.15335 Eh
Net charge   -2

Each line ends with the Mulliken charge.
Element x y z (Å)
K: 0.8579 1.2437 -0.9796  1.2458
O: 7.3560 0.0138 2.4737  -0.5263
C: 6.3889 1.0151 2.8205  -0.7658
C: 5.1155 0.8071 2.0509  0.8416
C: 3.8796 0.8148 2.7214  -1.2994
C: 2.7433 0.6644 1.9421  -0.7308
N: 2.7327 0.5093 0.6299  0.6136
C: 3.9283 0.4876 -0.0470  0.3483
C: 5.1359 0.6448 0.6933  -0.5435
C: 3.9206 0.2827 -1.4596  0.2704
C: 5.0958 0.4167 -2.2587  -0.5501
C: 5.0653 0.1976 -3.6092  0.3845
C: 6.3041 0.3908 -4.4426  -0.6851
O: 6.9033 1.6798 -4.2655  -0.5250
C: 3.8451 -0.1846 -4.2154  -1.2413
C: 2.7407 -0.3003 -3.3824  -0.5491
N: 2.7334 -0.0809 -2.0776  -0.1171
H: 8.1796 0.2443 2.9093  0.2883
H: 6.7951 2.0073 2.5918  0.2876
H: 6.1707 0.9784 3.8932  0.3117
H: 3.8094 0.9326 3.7963  0.2592
H: 1.7646 0.6662 2.4244  0.3807
H: 6.0932 0.6061 0.1900  0.3530
H: 6.0314 0.7144 -1.8013  0.4806
H: 6.0536 0.2430 -5.4976  0.2854
H: 7.0707 -0.3419 -4.1783  0.2840
H: 6.2176 2.2499 -3.9005  0.3642
H: 3.7692 -0.3858 -5.2781  0.2930
H: 1.7821 -0.6051 -3.8075  0.2793
F: -0.6067 6.2941 3.7316  -0.3479
C: 0.0506 5.7720 2.6813  0.3774
C: -0.2587 4.5122 2.2073  -0.1179
F: -1.2256 3.7980 2.8000  -0.3002
C: 0.4362 3.9997 1.1315  -0.4133
F: 0.0797 2.7560 0.7390  0.2539
C: 1.4580 4.6710 0.4479  0.2513
S: 2.3054 4.0068 -0.9120  -0.4158
C: 1.7284 5.9421 0.9738  0.3548
F: 2.6809 6.7057 0.4271  -0.3680
C: 1.0538 6.4819 2.0507  0.2233
F: 1.3637 7.7094 2.4980  -0.3278
Cl: -0.0880 -4.8114 -1.9996  -0.4793
Ge: -0.8075 -2.6250 -2.0164  0.5366
Cl: -0.6381 -2.4721 -4.3373  -0.6060
Cl: -3.0972 -3.0562 -1.9830  -0.4847
C: -2.0051 -4.6504 6.7397  -1.6444
C: -3.1790 -4.2684 5.8272  2.0615
C: -4.1088 -3.3518 6.6228  -2.0882
C: -3.9535 -5.5400 5.4525  -1.6006
C: -2.6694 -3.6007 4.5465  0.6379
C: -1.6727 -4.2370 3.7977  -0.3626
C: -1.1821 -3.7254 2.6012  -1.7322
C: -1.7341 -2.5397 2.1778  0.6752
O: -1.4584 -1.8187 1.0372  -0.0857
B: -2.3106 -0.7345 1.0860  0.3545
O: -3.0888 -0.7407 2.2378  -0.4051
C: -2.7223 -1.8956 2.8960  0.1794
C: -3.2118 -2.3998 4.0813  -1.0077
H: -2.3840 -5.1463 7.6388  0.4437
H: -1.4419 -3.7660 7.0464  0.3846
H: -1.3110 -5.3346 6.2500  0.3147
H: -4.4032 -3.8495 7.5500  0.4351
H: -5.0224 -3.1189 6.0696  0.3440
H: -3.6176 -2.4111 6.8845  0.4308
H: -4.3733 -6.0082 6.3489  0.4314
H: -3.2992 -6.2645 4.9624  0.3485
H: -4.7707 -5.3114 4.7652  0.3618
H: -1.2663 -5.1758 4.1549  0.3132
H: -0.4104 -4.2170 2.0225  0.5188
H: -3.9802 -1.8622 4.6210  0.5028
C: -3.3685 1.4520 -3.4933  -1.1500
N: -2.2602 1.4313 -4.4459  0.1745
C: -2.4221 0.3017 -5.3652  -0.9257
C: -1.1699 2.2386 -4.2487  0.5145
S: -1.3014 3.6264 -3.2699  -0.4221
N: 0.0342 2.0043 -4.8526  0.3303
C: 1.1553 2.9273 -4.6082  -0.8550
C: 0.3500 0.9826 -5.8546  -1.2161
H: -3.5044 0.4431 -3.0935  0.4920
H: -4.2927 1.7567 -3.9959  0.2865
H: -3.1639 2.1476 -2.6927  -0.0177
H: -3.4950 0.1383 -5.4692  0.3858
H: -1.9768 -0.6193 -4.9878  0.1069
H: -2.0458 0.5228 -6.3535  0.4042
H: 1.1026 3.3664 -3.6193  0.1841
H: 1.1468 3.7511 -5.3301  0.2554
H: 2.0821 2.3664 -4.7079  0.3170
H: 0.1386 -0.0246 -5.5083  0.2704
H: 1.4191 1.0399 -6.0419  0.4077
H: -0.1547 1.1682 -6.8039  0.4196
Cl: 4.6331 -3.1411 -0.6284  -0.1702
C: 2.9307 -3.6479 -0.6548  -0.2595
Cl: 1.9547 -2.7692 0.5243  -0.0560
H: 2.8891 -4.7027 -0.4224  0.4006
H: 2.5270 -3.4502 -1.6384  0.0148
Se: -2.3570 0.6236 -0.3333  0.3888
C: -4.2548 0.8785 -0.4078  -0.0027
C: -4.7500 2.1766 -0.3940  -0.2578
C: -6.1181 2.3910 -0.5007  -0.6146
C: -6.9859 1.3126 -0.6080  -0.4438
C: -6.4815 0.0193 -0.6284  -0.7253
C: -5.1141 -0.2044 -0.5418  -0.0264
H: -4.0702 3.0143 -0.2954  0.4672
H: -6.5024 3.4038 -0.4916  0.4031
H: -8.0536 1.4826 -0.6820  0.3592
H: -7.1506 -0.8269 -0.7306  0.4036
H: -4.7116 -1.2086 -0.6180  0.1712

No. 2
ORCA calculation (ωB97M-V/def2-TZVPD) on a 6-piece molecular cluster, C2H16O5 overall in a non-equilibrium geometry.

Expectation value of S²   0.7551
Largest force on an atom   1.21 eV/A
Gap between HOMO and LUMO (spin up / spin down)   10.44 / 2.35 eV
Lowest unoccupied orbital energy (spin up / spin down)   -0.1094 / -0.4065 Eh
Energy relative to the best compared isomer or geometry (same formula, charge and spin)   0.7599 eV
2S+1   2
Calculated total energy   -461.57008 Eh
Net charge   +1

Each line ends with the Mulliken charge.
Element x y z (Å)
C: 0.0254 -2.2829 1.0253  -0.5847
C: 0.3267 -3.2147 -0.0855  -0.7102
H: 0.1501 -1.2343 0.7238  0.2009
H: -0.9770 -2.3452 1.4770  0.3285
H: 0.8125 -2.4448 1.8067  0.3088
H: -0.4696 -3.3072 -0.8700  0.3101
H: 0.4457 -4.2531 0.2488  0.3221
H: 1.1897 -2.8956 -0.6670  0.2692
H: -3.0384 -1.1604 -1.7009  0.3184
H: -4.3590 -1.1860 -1.1242  0.3160
O: -3.4522 -1.0796 -0.8306  -0.6283
H: 4.1768 -1.4753 -0.0274  0.4109
H: 3.4256 -0.1264 0.0366  0.4194
O: 3.4438 -1.0297 0.4347  -0.3058
H: -3.4911 2.6600 -1.4139  0.3057
H: -3.7400 1.8706 -0.1776  0.3184
O: -3.2382 2.6219 -0.4916  -0.6195
H: 1.7189 1.8502 -0.2543  0.3758
H: 2.7056 1.8234 -1.4841  0.3191
O: 2.4174 1.3354 -0.6999  -0.6543
H: 0.9798 3.8011 1.1562  0.3394
H: 0.3706 2.4608 1.7246  0.3272
O: 0.5299 2.9765 0.9406  -0.6872

No. 3
ORCA calculation (ωB97M-V/def2-TZVPD) on a 7-piece molecular cluster, C4H21NO6 overall in a non-equilibrium geometry.

Largest force on an atom   5.15 eV/A
SMILES   C=C(C)NC.O.O.O.O.O.O
Gap between HOMO and LUMO   8.38 eV
Lowest unoccupied orbital energy   0.0156 Eh
Energy relative to the best compared isomer or geometry (same formula, charge and spin)   4.2464 eV
Calculated total energy   -671.06531 Eh

Each line ends with the Mulliken charge.
Element x y z (Å)
C: 0.5295 1.5899 -1.6554  -0.9817
C: 0.8099 1.7469 -0.3136  0.9790
C: 2.0507 2.3751 0.1080  -1.2308
N: -0.1744 1.4463 0.7385  -0.2786
C: 0.3863 1.7061 2.1025  -0.8638
H: 1.1343 2.1330 -2.4327  0.2713
H: -0.3802 1.1613 -1.8610  0.1265
H: 2.9959 2.1307 -0.4679  0.3238
H: 2.2984 2.0046 1.2006  0.3065
H: 1.9178 3.5356 0.1100  0.2668
H: -0.4878 0.5162 0.6314  0.2936
H: 1.1552 2.5152 2.1040  0.3982
H: 0.6421 0.6883 2.5661  0.2010
H: -0.4352 2.2006 2.8163  0.2187
O: -0.2892 -3.4626 0.0821  -0.6048
H: -0.8841 -3.3423 -0.6307  0.3321
H: -0.7057 -3.4527 0.9790  0.2728
O: -0.7943 -2.0168 -2.0588  -0.6459
H: -0.7466 -1.2181 -1.6542  0.3151
H: -0.0788 -2.0702 -2.6160  0.2807
O: 2.6053 -2.3545 0.4731  -0.6468
H: 1.6370 -2.4345 0.1510  0.3821
H: 3.1875 -2.0647 -0.2208  0.2835
O: -0.1316 -1.4529 1.8068  -0.5655
H: 0.2047 -2.2017 2.4282  0.3236
H: -0.8365 -1.8618 1.3165  0.3331
O: -2.3086 -0.9232 0.3261  -0.6715
H: -2.1647 -0.5365 1.2010  0.3297
H: -2.5748 -0.2075 -0.2622  0.2781
O: -2.8349 1.0928 -2.1433  -0.5867
H: -3.2270 1.8993 -1.8814  0.2896
H: -2.5003 0.8582 -2.9433  0.2702